114
Properties=species:S:1:pos:R:3 method="wB97M-V/def2-TZVPD" charge=+1 homo_lumo_gap_ev=6.266 e_homo_ev=-11.5
C -1.488 2.116 -0.721
C -1.268 0.664 -0.172
F -2.292 0.443 0.745
C -1.324 -0.420 -1.315
C 0.029 -0.682 -1.965
C 0.383 -0.103 -3.229
C -0.700 0.770 -3.931
C -1.560 -0.162 -4.848
O -2.501 0.184 -5.421
I -0.966 -2.267 -5.048
N 1.518 -0.193 -3.920
N 2.352 -0.931 -3.284
F 3.550 -1.038 -3.908
C 2.230 -1.593 -2.144
N 3.305 -2.399 -1.646
C 4.436 -1.685 -1.167
O 5.369 -2.120 -0.668
F 4.379 -0.324 -1.368
C 3.579 -3.571 -2.422
O 2.715 -4.283 -2.687
F 4.803 -3.811 -2.877
C 1.034 -1.533 -1.363
O 0.892 -2.199 -0.235
C 1.018 -1.370 0.971
C 1.431 -2.311 2.150
C 2.966 -2.591 2.190
C 0.552 -3.601 2.244
C -0.964 -3.371 1.985
C 1.083 -4.804 1.361
H -2.494 2.249 -1.161
H -0.675 2.272 -1.474
H -1.265 2.838 0.091
H -0.273 0.697 0.318
H -1.607 -1.370 -0.794
H -2.149 -0.205 -2.018
H -0.178 1.507 -4.598
H -1.289 1.366 -3.216
H 1.736 -0.529 0.875
H -0.008 -1.033 1.229
H 1.203 -1.714 3.068
H 3.513 -1.662 2.458
H 3.168 -3.344 2.988
H 3.321 -3.047 1.244
H 0.639 -3.956 3.298
H -1.189 -3.358 0.888
H -1.334 -2.385 2.361
H -1.607 -4.158 2.421
H 1.407 -5.649 2.003
H 0.242 -5.193 0.745
H 1.903 -4.515 0.678
Cl -0.012 5.182 -3.467
C 0.807 5.218 -5.050
C -0.114 4.813 -6.176
Cl -0.553 3.086 -6.089
H 1.679 4.569 -4.994
H 1.152 6.240 -5.207
H 0.383 4.967 -7.134
H -1.034 5.394 -6.172
Cl -4.436 -3.685 3.620
C -5.032 -5.357 3.449
C -4.165 -6.350 4.186
Cl -2.555 -6.521 3.439
H -5.089 -5.588 2.387
H -6.042 -5.376 3.858
H -4.631 -7.334 4.163
H -4.024 -6.063 5.227
Cl -6.695 -0.341 -9.567
C -6.376 -0.320 -7.815
C -5.287 -1.290 -7.423
Cl -5.794 -2.986 -7.620
H -7.310 -0.537 -7.299
H -6.075 0.696 -7.560
H -5.035 -1.156 -6.371
H -4.384 -1.136 -8.012
Cl 5.675 2.852 0.695
C 6.542 2.594 -0.842
C 7.956 3.122 -0.794
Cl 8.005 4.899 -0.710
H 5.966 3.065 -1.637
H 6.555 1.519 -1.021
H 8.487 2.832 -1.700
H 8.501 2.727 0.062
Cl -10.235 -0.363 -14.340
C -9.914 -0.343 -12.588
C -8.825 -1.313 -12.195
Cl -9.331 -3.009 -12.391
H -10.848 -0.560 -12.071
H -9.611 0.673 -12.334
H -8.573 -1.178 -11.144
H -7.922 -1.160 -12.785
Cl 3.129 3.566 6.087
C 3.919 3.646 4.493
C 2.986 3.241 3.377
Cl 2.583 1.504 3.437
H 4.806 3.014 4.523
H 4.241 4.677 4.349
H 3.462 3.423 2.414
H 2.055 3.805 3.409
Cl 3.246 5.704 12.120
C 3.914 5.301 10.518
C 3.458 3.945 10.036
Cl 4.158 2.618 10.998
H 4.999 5.361 10.579
H 3.568 6.072 9.828
H 3.781 3.791 9.006
H 2.373 3.851 10.071
Cl -0.354 1.614 10.335
C -0.033 1.602 12.089
C 1.077 0.647 12.459
Cl 0.607 -1.057 12.227
H -0.961 1.355 12.602
H 0.250 2.618 12.366
H 1.328 0.765 13.513
H 1.974 0.833 11.871

***

8
Properties=species:S:1:pos:R:3 method="wB97M-V/def2-TZVPD" homo_lumo_gap_ev="6.675 / 6.679" e_above_lowest_ev=3.529 e_homo_ev="-7.1 / -7.1"
C 0.466 0.664 -0.393
C 0.342 -0.989 -0.163
N -0.667 0.883 0.332
P -1.597 1.663 1.279
H 0.837 1.636 -0.996
H 0.167 -1.690 -0.892
H -0.569 -0.769 0.335
H 1.021 -1.399 0.498

***

10
Properties=species:S:1:pos:R:3 method="wB97M-V/def2-TZVPD" homo_lumo_gap_ev=9.857 e_above_lowest_ev=1.279 e_homo_ev=-9.2 smiles=F[C@]1(Cl)C[C@@H]1S
C 0.300 0.800 0.354
C 0.277 -0.097 1.461
C -0.001 -0.670 0.116
H -0.435 2.644 -1.230
H 1.388 0.910 -0.006
H 1.215 -0.357 1.999
H -0.644 -0.196 2.037
F -1.253 -1.195 -0.019
S -0.873 2.128 -0.044
Cl 1.192 -1.558 -0.794

***

97
Properties=species:S:1:pos:R:3 method="wB97M-V/def2-TZVPD" charge=-1 homo_lumo_gap_ev=8.772 e_homo_ev=-7.2
I 0.244 0.031 0.077
C -2.526 2.490 3.135
O -2.728 1.373 3.629
N -3.003 3.606 3.722
N -1.838 2.688 2.070
H -2.829 4.494 3.274
H -3.502 3.545 4.598
H -1.432 3.592 1.876
H -1.535 1.850 1.596
C 4.660 0.095 -1.666
O 5.300 -0.593 -0.876
N 4.938 0.219 -2.983
N 3.490 0.738 -1.446
H 4.499 0.924 -3.558
H 5.901 -0.007 -3.192
H 2.985 1.008 -2.278
H 3.203 0.655 -0.481
C 0.828 1.307 5.619
O 0.672 0.197 6.107
N 1.133 1.554 4.414
N 0.657 2.397 6.271
H 1.126 2.471 3.993
H 1.475 0.801 3.834
H 0.648 3.226 5.694
H 0.667 2.413 7.281
C 0.466 4.272 -2.727
O 1.012 4.974 -1.895
N 0.123 3.064 -2.446
N 0.262 4.645 -3.928
H 0.055 2.819 -1.469
H -0.566 2.635 -3.048
H 0.066 3.947 -4.631
H 0.486 5.590 -4.205
C -4.233 -2.627 -2.802
O -5.054 -1.774 -2.715
N -4.447 -3.667 -3.549
N -3.146 -2.726 -2.218
H -3.774 -4.418 -3.514
H -5.232 -3.682 -4.185
H -2.870 -2.013 -1.558
H -2.723 -3.639 -2.128
C 1.181 1.510 -5.964
O 1.096 2.646 -6.425
N 0.547 0.494 -6.405
N 1.822 1.298 -4.896
H 0.546 -0.416 -5.968
H -0.038 0.768 -7.181
H 1.788 0.408 -4.420
H 2.199 2.125 -4.455
C 3.618 1.592 2.050
O 4.376 1.952 2.956
N 2.916 2.461 1.481
N 3.385 0.381 1.731
H 2.140 2.188 0.895
H 3.247 3.360 1.802
H 3.964 -0.265 2.248
H 2.454 -0.009 1.699
C -4.126 0.476 -0.465
O -5.288 0.874 -0.460
N -3.708 -0.568 0.216
N -3.207 0.861 -1.337
H -4.288 -0.932 0.958
H -2.768 -0.928 0.137
H -3.535 1.461 -2.081
H -2.337 0.372 -1.486
C 0.958 -1.938 -4.086
O 0.986 -2.490 -5.204
N 2.077 -1.476 -3.628
N -0.091 -1.530 -3.385
H 2.902 -1.907 -4.020
H 2.062 -1.079 -2.699
H -0.018 -1.004 -2.526
H -1.013 -1.779 -3.714
C -4.506 -1.781 4.215
O -5.408 -2.552 4.352
N -3.353 -2.174 3.755
N -4.724 -0.479 4.258
H -3.275 -3.163 3.566
H -2.781 -1.494 3.276
H -5.617 -0.006 4.232
H -3.922 0.133 4.209
C 1.312 -2.944 3.869
O 1.598 -3.947 3.226
N 1.624 -2.840 5.107
N 0.794 -1.768 3.457
H 1.310 -2.003 5.576
H 2.063 -3.592 5.619
H 0.646 -1.224 4.295
H 0.487 -1.723 2.496
C 2.392 -3.559 -0.727
O 3.207 -4.465 -1.047
N 1.079 -3.646 -0.972
N 2.747 -2.455 -0.168
H 0.779 -4.434 -1.528
H 0.548 -2.889 -0.566
H 3.709 -2.374 0.128
H 1.983 -2.001 0.313

***

9
Properties=species:S:1:pos:R:3 method="wB97M-V/def2-TZVPD" charge=-1 homo_lumo_gap_ev="7.140 / 7.140" e_above_lowest_ev=0.245 e_homo_ev="-2.6 / -2.6"
C -1.189 0.422 -1.097
C 0.129 -0.498 0.669
C 0.047 -0.045 -0.755
N -2.226 0.647 -1.608
N 0.605 0.748 1.177
O 1.865 0.820 1.415
H -0.828 -0.685 1.122
H 0.863 -1.248 0.732
H 0.736 -0.162 -1.657

***

108
Properties=species:S:1:pos:R:3 method="wB97M-V/def2-TZVPD" charge=+1 homo_lumo_gap_ev=2.880 e_above_lowest_ev=0.694 e_homo_ev=-7.6
C -2.690 6.998 3.227
C -3.122 5.644 2.859
N -3.374 4.706 3.800
C -3.325 4.951 5.233
C -3.758 3.498 3.208
C -3.793 3.701 1.809
C -4.333 2.692 1.019
C -4.728 1.485 1.619
C -4.677 1.309 3.011
C -4.201 2.340 3.833
C -3.371 5.087 1.567
C -3.321 5.800 0.380
C -3.364 5.260 -0.945
C -2.720 4.041 -1.284
C -2.891 3.475 -2.546
C -3.651 4.138 -3.522
C -4.223 5.386 -3.227
C -4.058 5.955 -1.971
H -2.477 7.555 2.312
H -3.466 7.543 3.788
H -1.776 6.974 3.842
H -3.646 4.044 5.748
H -2.307 5.206 5.556
H -3.990 5.779 5.517
H -4.457 2.860 -0.047
H -5.093 0.671 0.993
H -5.013 0.374 3.458
H -4.171 2.268 4.919
H -3.312 6.891 0.471
H -2.098 3.551 -0.531
H -2.446 2.503 -2.764
H -3.786 3.688 -4.507
H -4.797 5.915 -3.989
H -4.498 6.926 -1.728
C 0.449 -6.358 3.329
C 0.953 -5.306 2.390
C 1.110 -5.594 1.037
C 1.603 -4.645 0.135
C 1.817 -5.096 -1.276
C 1.878 -3.359 0.611
N 2.294 -2.355 -0.315
C 1.569 -1.833 -1.363
C 0.357 -2.388 -1.988
C -0.869 -2.610 -1.218
C -1.913 -3.413 -1.897
C -1.020 -2.142 0.123
C -0.507 -0.895 0.546
C -0.810 -0.388 1.807
C -1.533 -1.160 2.720
C -1.987 -2.430 2.350
C -1.785 -2.897 1.060
O 0.402 -2.686 -3.204
N 2.382 -0.983 -2.005
C 2.231 -0.318 -3.260
C 1.075 0.428 -3.575
C -0.026 0.705 -2.605
C 0.984 0.991 -4.851
C 2.035 0.908 -5.761
C 1.912 1.567 -7.099
C 3.193 0.221 -5.397
C 3.312 -0.400 -4.154
C 4.568 -1.131 -3.826
N 3.553 -0.801 -1.287
C 3.503 -1.654 -0.295
C 4.555 -1.847 0.692
C 5.248 -0.691 1.115
C 6.107 -0.765 2.208
C 6.354 -1.998 2.827
C 5.762 -3.166 2.331
C 4.899 -3.105 1.241
C 1.744 -3.044 1.972
C 2.053 -1.704 2.567
C 1.277 -4.033 2.844
H 0.439 -5.970 4.352
H -0.570 -6.669 3.061
H 1.087 -7.250 3.293
H 0.868 -6.590 0.661
H 2.511 -4.465 -1.842
H 2.243 -6.113 -1.252
H 0.863 -5.172 -1.822
H -2.842 -3.412 -1.315
H -2.109 -3.008 -2.901
H -1.581 -4.456 -2.028
H 0.090 -0.315 -0.161
H -0.458 0.611 2.074
H -1.736 -0.772 3.719
H -2.506 -3.065 3.070
H -2.159 -3.877 0.745
H -0.709 1.443 -3.045
H -0.627 -0.190 -2.392
H 0.346 1.123 -1.660
H 0.077 1.538 -5.121
H 2.854 1.485 -7.646
H 1.115 1.104 -7.693
H 1.660 2.628 -6.980
H 4.030 0.163 -6.097
H 5.260 -1.001 -4.665
H 5.031 -0.735 -2.917
H 4.414 -2.210 -3.694
H 5.049 0.254 0.604
H 6.581 0.143 2.580
H 7.020 -2.054 3.691
H 5.969 -4.130 2.800
H 4.472 -4.013 0.813
H 1.302 -1.471 3.337
H 3.036 -1.710 3.062
H 2.032 -0.894 1.830
H 1.153 -3.789 3.903

***

7
Properties=species:S:1:pos:R:3 method="wB97M-V/def2-TZVPD" homo_lumo_gap_ev=10.063 e_above_lowest_ev=0.961 e_homo_ev=-10.3 smiles="O=P(O)=S.Br"
O -1.104 -1.269 -1.301
O 1.348 -0.709 -0.924
P 0.248 -1.541 -0.484
S 0.072 -2.869 0.912
Br 1.634 1.463 2.568
H -1.856 -1.803 -1.020
H 2.060 1.677 1.243

***

21
Properties=species:S:1:pos:R:3 method="wB97M-V/def2-TZVPD" homo_lumo_gap_ev=10.079 e_above_lowest_ev=0.850 e_homo_ev=-9.3 smiles="C=C(C)CC.O.O"
C 1.827 0.591 -0.718
C 1.022 -0.072 0.379
C -0.097 0.717 0.990
C -0.218 2.020 0.752
C -0.991 -0.151 1.864
H 2.640 1.251 -0.431
H 2.439 -0.195 -1.204
H 1.205 0.967 -1.527
H 0.841 -1.121 0.148
H 1.736 -0.251 1.209
H -0.947 2.626 1.281
H 0.387 2.595 0.066
H -1.986 -0.169 1.411
H -0.602 -1.162 1.789
H -1.141 0.188 2.886
H -0.642 -1.860 -2.467
H 0.725 -2.432 -1.998
O -0.193 -2.365 -1.767
H -2.199 0.299 -0.623
H -1.666 -1.062 -0.750
O -2.139 -0.412 -1.290

***

8
Properties=species:S:1:pos:R:3 method="wB97M-V/def2-TZVPD" homo_lumo_gap_ev=11.253 e_above_lowest_ev=0.666 e_homo_ev=-10.9 smiles="O=C(OO)OO"
C 0.081 0.064 0.014
O 0.497 0.889 0.782
O -2.103 0.514 0.358
O 2.219 -0.484 -0.595
O -1.117 -0.390 -0.195
O 0.862 -0.668 -0.763
H -2.803 -0.127 0.273
H 2.364 0.201 0.125

***

24
Properties=species:S:1:pos:R:3 method="wB97M-V/def2-TZVPD" s_squared=0.754 charge=+1 spin_multiplicity=2 homo_lumo_gap_ev="8.957 / 6.501" e_homo_ev="-12.7 / -12.6"
O -4.991 -1.043 -1.080
C -3.929 -1.407 -0.628
C -3.356 -0.942 0.680
C -1.939 -0.376 0.571
C -1.888 0.995 -0.088
O -0.638 1.467 -0.346
K 1.221 2.291 1.390
H -3.298 -2.128 -1.200
H -3.321 -1.841 1.318
H -4.050 -0.233 1.153
H -1.301 -1.071 0.002
H -1.509 -0.299 1.580
H -2.438 1.768 0.494
H -2.439 1.028 -1.059
O 2.050 0.318 -0.131
C 2.870 -0.789 0.172
C 2.857 -1.801 -0.959
O 3.209 -3.047 -0.399
H 1.212 0.080 -0.740
H 2.568 -1.270 1.117
H 3.882 -0.381 0.319
H 3.571 -1.491 -1.740
H 1.847 -1.834 -1.404
H 2.985 -3.751 -1.011

***

9
Properties=species:S:1:pos:R:3 method="wB97M-V/def2-TZVPD" homo_lumo_gap_ev=10.319 e_above_lowest_ev=2.863 e_homo_ev=-9.6 smiles="O=NNCO"
C -0.717 -0.377 -0.235
N 1.643 -0.256 0.441
N 0.702 0.177 -0.346
O 2.684 0.390 0.433
O -1.736 0.323 0.324
H -1.195 -0.548 -1.295
H -1.584 0.416 1.229
H -0.744 -1.277 0.232
H 0.947 1.153 -0.783

***

15
Properties=species:S:1:pos:R:3 method="wB97M-V/def2-TZVPD" charge=+1 homo_lumo_gap_ev=9.824 e_above_lowest_ev=1.966 e_homo_ev=-14.5 smiles="[NH2+]=C1CO[C@@H]([N+](=O)[O-])N1"
C -0.054 -0.285 -0.150
C 0.937 0.803 -0.082
C -0.949 1.448 0.964
N -1.119 -0.008 0.625
N 0.317 -1.420 -0.652
N -1.780 2.240 -0.207
O -2.389 3.136 0.199
O -1.600 1.852 -1.285
O 0.382 1.742 0.836
H 1.891 0.541 0.475
H 1.412 1.082 -1.097
H -1.299 1.704 1.866
H -1.585 -0.601 1.279
H 1.041 -1.291 -1.345
H -0.280 -2.192 -0.497

***

15
Properties=species:S:1:pos:R:3 method="wB97M-V/def2-TZVPD" homo_lumo_gap_ev=10.443 e_above_lowest_ev=4.499 e_homo_ev=-9.4 smiles=C#CC[C@H](C)C#C
C -0.592 -1.717 -0.692
C 0.253 -0.606 -0.060
C 0.825 0.435 -1.076
C 1.113 1.626 -0.265
C 0.916 2.289 0.724
C -0.577 0.030 0.973
C -1.289 0.498 1.823
H -1.424 -1.281 -1.254
H -0.002 -2.357 -1.353
H -1.019 -2.334 0.105
H 1.120 -1.050 0.446
H 1.694 0.014 -1.595
H 0.077 0.676 -1.842
H 0.484 2.583 1.659
H -1.961 0.858 2.566

***

14
Properties=species:S:1:pos:R:3 method="wB97M-V/def2-TZVPD" homo_lumo_gap_ev=10.289 e_above_lowest_ev=1.075 e_homo_ev=-9.5 smiles=N[C@H]1C[C@@H](Cl)[C@H]1F
C 0.926 -0.086 -0.031
C -0.273 -1.103 -0.357
C -1.187 0.088 -0.566
C -0.006 0.949 -0.590
H 1.168 -0.878 1.884
H 0.747 0.901 1.897
H 1.928 -0.138 -0.627
H -0.187 -1.849 -1.181
H -0.653 -1.720 0.467
H -1.761 0.037 -1.452
H 0.233 1.228 -1.611
N 1.399 0.087 1.379
F -0.011 2.144 0.062
Cl -2.324 0.339 0.727

***

Number 1: E_tot -9814.3308 Ha. Number 2: E_tot -474.5440 Ha. Number 3: E_tot -1074.8926 Ha. Number 4: E_tot -3001.2310 Ha. Number 5: E_tot -300.7719 Ha. Number 6: E_tot -2306.1417 Ha. Number 7: E_tot -3465.2910 Ha. Number 8: E_tot -349.3446 Ha. Number 9: E_tot -415.3160 Ha. Number 10: E_tot -1137.0114 Ha. Number 11: E_tot -300.3825 Ha. Number 12: E_tot -507.5063 Ha. Number 13: E_tot -271.3661 Ha. Number 14: E_tot -771.3588 Ha.